No. 1
DFT (ωB97M-V with the def2-TZVPD basis set) results for a 12-piece molecular cluster, C16H56N16O12 overall.

As for the net charge: 0. The spin multiplicity is 1. The SMILES is NC(N)=O.NC(N)=O.NC(N)=O.NC(N)=O.NC(N)=O.NC(N)=O.NC(N)=O.NC(N)=O.CCO.CCO.CCO.CCO.

Cartesian coordinates (Å):
C  -1.254  -1.178  6.356
C  -1.590  -0.644  4.968
O  -2.190  -1.607  4.128
H  -1.549  -2.221  6.459
H  -1.800  -0.693  7.145
H  -0.222  -1.062  6.491
H  -0.736  -0.112  4.581
H  -2.211  0.267  5.051
H  -2.292  -1.285  3.241
C  -3.535  1.840  -3.451
C  -3.481  2.488  -4.810
O  -2.653  1.538  -5.517
H  -2.529  1.604  -2.985
H  -3.954  0.829  -3.528
H  -3.915  2.370  -2.674
H  -3.008  3.469  -4.856
H  -4.489  2.483  -5.216
H  -2.010  1.927  -5.987
C  2.150  2.977  1.771
C  2.248  1.591  1.164
O  1.653  0.635  2.035
H  1.114  3.303  1.933
H  2.513  3.621  0.960
H  2.580  3.097  2.732
H  3.258  1.417  0.979
H  1.715  1.637  0.219
H  1.141  0.003  1.541
C  1.674  -0.807  -3.929
C  1.066  0.583  -3.912
O  1.502  1.231  -2.789
H  1.449  -1.450  -4.816
H  1.230  -1.427  -3.110
H  2.712  -0.745  -3.835
H  0.035  0.562  -3.698
H  1.176  1.043  -4.891
H  1.097  2.097  -2.814
C  -2.036  1.262  1.304
O  -1.865  0.325  2.258
N  -1.519  2.430  1.371
N  -2.598  1.077  0.180
H  -0.972  2.882  2.169
H  -1.396  2.903  0.482
H  -3.131  0.176  -0.007
H  -2.909  1.843  -0.434
C  4.248  -2.295  1.963
O  5.366  -2.819  2.580
N  3.339  -2.857  1.279
N  3.958  -1.018  2.027
H  3.328  -3.910  1.130
H  2.887  -2.334  0.533
H  4.576  -0.412  2.591
H  3.146  -0.473  1.611
C  0.533  -3.631  2.624
O  1.007  -4.851  1.996
N  -0.469  -3.637  3.430
N  1.117  -2.479  2.457
H  -0.847  -4.593  3.554
H  -1.037  -2.787  3.753
H  2.033  -2.701  1.963
H  1.291  -2.038  3.377
C  -1.895  -2.817  -1.896
O  -2.280  -3.786  -2.800
N  -1.483  -3.092  -0.704
N  -1.921  -1.551  -2.180
H  -1.515  -4.111  -0.515
H  -0.916  -2.430  -0.153
H  -1.946  -1.261  -3.236
H  -1.330  -0.947  -1.594
C  0.166  4.101  -1.174
O  -0.079  2.756  -1.282
N  1.304  4.616  -1.466
N  -0.682  4.981  -0.779
H  2.156  3.964  -1.557
H  1.567  5.557  -1.206
H  -1.668  4.714  -0.822
H  -0.611  5.992  -1.102
C  0.494  -0.729  -0.334
O  1.823  -0.994  -0.618
N  -0.184  -1.177  0.698
N  -0.196  0.177  -0.925
H  0.360  -1.703  1.524
H  -0.952  -0.641  1.109
H  0.260  0.667  -1.666
H  -1.111  0.664  -0.623
C  5.155  -0.110  -1.505
O  6.513  -0.052  -1.256
N  4.333  -0.673  -0.757
N  4.511  0.654  -2.348
H  4.783  -1.231  -0.019
H  3.335  -0.652  -0.829
H  5.164  1.182  -2.960
H  3.491  0.614  -2.625
C  -4.305  -1.372  0.647
O  -5.124  -1.000  1.672
N  -3.497  -2.407  0.808
N  -4.188  -0.785  -0.554
H  -3.310  -2.891  1.771
H  -2.731  -2.595  0.171
H  -4.814  0.000  -0.698
H  -3.576  -1.110  -1.360

Force components x, y, z for each atom (eV/Å):
C -1.45 -0.68 -0.75
C -0.76 2.04 0.77
O 0.55 -1.05 0.97
H 0.26 -0.19 -0.21
H -0.13 0.53 0.25
H 1.48 -0.09 0.63
H 0.92 -0.73 -0.89
H -0.65 -0.67 0.10
H -0.32 1.11 -0.76
C 2.54 -2.07 -0.15
C 1.16 -1.44 0.18
O -3.80 -2.00 2.12
H -0.33 0.43 -1.16
H -0.44 0.42 -0.06
H -2.21 1.81 2.01
H -0.29 0.12 0.22
H 0.02 0.32 -0.35
H 3.40 2.37 -2.72
C -1.31 0.17 -1.28
C -2.32 1.14 0.71
O 0.59 0.53 0.51
H -0.07 -0.33 -0.25
H 0.47 0.39 0.71
H 1.12 0.13 0.62
H 1.89 -0.78 -0.36
H 0.00 -0.25 -0.25
H -0.31 -0.10 -0.24
C -2.57 -1.61 -0.11
C -0.60 -2.18 -1.44
O 2.39 1.57 0.65
H 0.10 1.04 0.27
H 0.74 0.66 -0.27
H 1.67 -0.10 0.24
H -2.02 -0.77 -0.86
H 0.54 0.71 0.07
H -0.12 0.50 0.58
C 1.64 -4.00 6.94
O -0.93 3.33 -3.80
N 3.13 5.62 2.32
N -3.26 -1.95 -4.65
H -1.30 -1.72 -1.46
H 0.17 -0.07 0.39
H 0.57 1.17 0.24
H 0.43 -0.45 0.83
C 8.49 -0.33 5.28
O -5.96 2.17 -3.11
N -2.71 -6.98 -4.34
N 0.40 4.97 1.63
H 0.28 1.85 0.27
H 0.06 0.01 -0.26
H -0.41 -0.83 -0.64
H 1.34 -1.75 0.86
C 1.71 -9.03 -2.91
O -2.45 6.63 2.86
N -3.11 -1.45 1.62
N 2.88 2.45 0.99
H 0.09 1.12 0.09
H 0.72 -1.14 -0.29
H -0.46 0.60 0.68
H -0.14 0.08 -0.83
C -2.02 -7.15 -6.92
O 1.60 4.79 4.52
N 1.27 -3.32 2.02
N -0.35 4.52 -3.90
H 0.50 1.06 0.07
H -0.07 -0.67 -0.01
H 0.02 -1.06 2.79
H -0.38 -0.22 -0.85
C -0.49 -7.58 -1.07
O 0.41 6.29 0.61
N 6.38 -0.94 -1.16
N -5.06 3.96 0.48
H -2.05 1.33 0.06
H -0.28 -0.15 -0.03
H 0.53 -0.05 0.22
H 0.31 -1.96 0.77
C 5.69 -0.15 0.68
O -6.63 0.11 1.37
N 0.78 -2.50 3.02
N -1.71 3.44 -3.00
H -0.57 0.38 -1.36
H -0.10 0.15 -0.22
H 0.62 0.32 -0.33
H 1.95 -1.44 -0.01
C 8.21 2.50 0.62
O -6.08 -0.42 -1.80
N -0.67 -4.99 5.17
N -0.13 3.56 -5.07
H -0.58 0.50 -0.71
H -0.24 0.15 -0.28
H -1.12 -0.55 0.49
H 1.97 -0.06 0.91
C -4.01 -0.16 6.63
O 3.63 -0.88 -5.57
N 1.22 -2.11 3.18
N -0.81 0.85 -2.11
H -1.26 1.70 -2.41
H -0.56 -0.04 -0.06
H -0.18 -0.52 -0.20
H -1.06 0.07 1.26

These are the Mulliken partial charges, in e, on atoms 1 to 5: C -1.3147; C 0.1264; O -0.7261; H 0.3220; H 0.3586

=====

No. 2
DFT (ωB97M-V with the def2-TZVPD basis set) results for a 14-piece molecular cluster, C16H60N10O14 overall.

As for the net charge: 0. The spin multiplicity is 1.

Cartesian coordinates (Å):
C  -0.171  14.783  3.265
C  -0.719  15.916  2.419
O  -1.712  15.475  1.590
H  0.226  14.062  2.509
H  -1.080  14.343  3.774
H  0.567  15.077  4.059
H  0.065  16.202  1.770
H  -0.947  16.684  3.119
H  -2.480  16.093  1.641
C  -0.681  11.047  3.866
C  0.496  10.127  3.705
O  0.099  8.763  3.543
H  -0.992  11.167  4.904
H  -1.528  10.649  3.317
H  -0.363  11.999  3.479
H  1.116  10.144  4.630
H  1.157  10.426  2.864
H  0.958  8.367  3.327
C  1.368  17.586  4.813
O  1.890  16.746  5.755
N  0.464  18.501  4.989
N  1.855  17.711  3.624
H  -0.093  18.485  5.847
H  -0.054  18.980  4.270
H  2.579  17.018  3.362
H  1.693  18.437  2.898
C  -3.181  12.336  1.801
O  -3.585  12.754  3.082
N  -3.340  11.165  1.310
N  -2.697  13.127  0.920
H  -3.793  10.425  1.874
H  -3.284  10.933  0.271
H  -2.442  14.068  1.256
H  -2.312  12.906  -0.066
C  -0.188  9.988  -0.128
O  -1.007  9.281  -0.980
N  -0.650  10.878  0.680
N  1.110  9.962  -0.072
H  -1.665  10.920  0.897
H  -0.060  11.352  1.377
H  1.529  9.219  -0.592
H  1.758  10.562  0.423
C  3.199  15.664  1.581
O  2.451  14.511  1.188
N  3.514  15.874  2.796
N  3.837  16.516  0.812
H  3.093  15.171  3.442
H  4.381  16.393  3.012
H  3.778  16.327  -0.175
H  4.006  17.506  1.074
C  0.617  15.314  -1.439
O  1.941  15.707  -1.685
N  -0.276  15.485  -2.308
N  0.258  14.691  -0.367
H  0.053  16.221  -2.926
H  -1.226  15.249  -2.072
H  1.077  14.393  0.211
H  -0.670  14.759  0.128
C  2.824  12.815  4.036
O  2.842  14.034  4.776
H  1.991  12.817  3.340
H  2.738  11.922  4.672
H  3.711  12.662  3.409
H  2.925  13.969  5.750
C  -4.742  16.199  2.481
O  -4.186  16.312  1.181
H  -4.415  17.007  3.174
H  -4.421  15.277  2.978
H  -5.814  16.074  2.411
H  -4.482  15.551  0.646
C  -2.445  16.023  5.490
O  -3.253  16.931  6.147
H  -2.691  15.944  4.414
H  -2.696  15.047  6.001
H  -1.387  16.276  5.566
H  -2.786  17.150  6.965
C  -0.111  13.493  6.388
O  0.300  14.737  6.739
H  -0.168  12.854  7.275
H  0.618  13.114  5.669
H  -1.035  13.449  5.887
H  1.089  14.962  6.269
C  -2.033  18.264  -0.551
O  -3.325  17.865  -0.961
H  -1.836  19.253  -0.875
H  -1.204  17.587  -0.972
H  -1.908  18.138  0.490
H  -3.588  17.220  -0.332
C  -2.315  18.981  3.490
O  -1.055  19.539  3.071
H  -2.514  18.188  2.718
H  -3.098  19.679  3.345
H  -2.237  18.594  4.547
H  -1.182  20.248  2.423
C  1.479  18.674  0.533
O  1.615  19.551  1.663
H  2.251  18.696  -0.209
H  0.525  19.015  0.080
H  1.308  17.658  0.816
H  1.351  20.433  1.311

Force components x, y, z for each atom (eV/Å):
C -1.01 -1.04 0.14
C 2.72 -0.56 1.59
O -2.51 0.89 -0.39
H 0.05 0.16 1.04
H 1.06 0.07 -0.40
H -0.52 -0.18 -1.07
H 1.14 0.98 -0.43
H -0.77 1.05 0.03
H 0.35 -0.75 -0.46
C 0.03 -0.47 0.15
C 0.74 -0.48 1.03
O 0.71 0.31 -0.45
H 0.07 -0.03 -0.08
H -0.08 0.16 -0.17
H -0.37 0.68 -0.06
H -0.10 0.38 -0.51
H -0.34 -0.06 0.24
H -0.66 -0.59 0.05
C 3.12 -2.98 4.09
O -2.46 3.21 -3.89
N -3.93 1.57 3.97
N 2.86 -1.36 -3.78
H 0.78 -0.18 -0.18
H 0.77 -0.05 -0.66
H -1.15 1.10 0.52
H -0.46 -0.41 1.63
C -3.12 3.25 7.16
O 2.23 -2.19 -6.14
N -2.24 -6.84 -1.43
N 2.55 4.48 -3.80
H 0.48 0.90 -0.52
H -0.28 0.67 2.04
H -0.01 -0.64 -0.12
H -1.01 -0.12 2.63
C -4.60 -2.99 -4.43
O 4.04 2.94 4.03
N -2.93 3.03 2.99
N 3.78 -2.08 -1.32
H 1.69 -0.40 -0.26
H -0.45 -0.57 -0.79
H 0.37 -0.11 -0.33
H -0.77 0.03 -0.03
C -2.74 -6.18 -3.83
O 3.78 5.75 2.19
N 0.75 -1.76 4.71
N 0.38 1.68 -3.26
H 0.92 0.97 0.35
H -0.97 -0.84 0.05
H -0.37 0.18 -0.42
H -0.21 -1.43 -0.05
C 9.08 1.08 0.93
O -5.80 -1.39 1.02
N -2.53 2.04 -4.11
N -0.27 -2.11 4.14
H -1.10 -0.27 -0.56
H -0.09 0.39 -0.56
H -0.62 0.65 -0.11
H 1.46 0.12 -1.24
C 0.14 -0.99 0.42
O 0.03 -0.08 0.26
H -0.26 0.23 0.07
H -0.05 0.36 0.02
H 0.13 0.44 0.30
H 0.08 -0.33 -1.04
C -0.18 -0.85 1.42
O 0.07 -0.05 -0.57
H -0.44 -0.16 -1.03
H 0.32 -0.12 -0.21
H -0.39 0.64 0.13
H 0.14 0.32 0.53
C 0.06 -2.28 -0.10
O -0.54 1.99 0.57
H -0.19 0.12 0.62
H 0.95 0.42 -1.04
H 0.11 -0.29 0.10
H -0.40 0.02 -0.12
C 1.30 -1.82 0.00
O -0.63 1.68 1.28
H 0.04 -0.26 -0.11
H -0.08 -0.76 0.05
H -1.52 0.23 -0.57
H 0.65 1.00 -0.49
C 1.00 -2.15 -1.43
O 0.76 0.92 -1.01
H 0.10 1.05 -0.20
H -1.07 0.87 0.19
H 0.05 0.33 1.49
H -0.76 -0.72 0.90
C 0.85 -1.36 -1.02
O -0.37 0.59 -0.08
H -0.15 0.15 1.19
H -0.83 0.86 0.41
H -0.22 0.38 -1.33
H -0.10 -0.36 0.36
C -2.31 1.05 -0.45
O 0.42 1.05 -1.19
H 0.71 0.32 -0.19
H 0.53 -0.57 -0.39
H 0.12 -0.57 0.59
H 0.52 -0.92 0.80

These are the Mulliken partial charges, in e, on atoms 1 to 5: C 1.1957; C 1.5433; O 1.5878; H -0.7982; H 0.1271

=====

What did we get for relative energy (zero: lowest compared OMol25 entry of this formula, charge and spin)? Answer: 329.05; 196.26 kcal/mol, in the order shown.
What did we get for E_LUMO? Answer: -1.20; -0.18 eV, in the order shown.
What did we get for strongest force on any atom? Answer: 10.2; 9.2 eV Å⁻¹, in the order shown.